ORCA calculation (ωB97M-V/def2-TZVPD) on a structure of composition C43H59BFeO2P2Si in a non-equilibrium geometry.

XYZ file:
```
109
Properties=species:S:1:pos:R:3:forces:R:3:mulliken_spin:R:1
Fe 0.347255 -0.104518 0.286844 -1.588 -0.621 0.122 3.494
C 3.790604 1.048518 0.085880 0.639 0.907 0.952 0.033
Si 2.351033 0.142386 -0.640801 1.022 -1.272 -0.333 -0.009
C 2.907655 -1.634476 -1.124626 -0.281 1.527 0.041 0.028
C 4.165695 -1.898980 -1.584387 1.972 -1.875 0.698 -0.028
C 4.665223 -3.239707 -1.561014 -0.579 2.392 -0.597 0.000
C 3.810835 -4.262731 -1.317357 -1.405 -1.192 -0.073 0.001
C 2.445382 -3.995954 -1.087220 0.156 -0.076 0.820 -0.010
C 2.020607 -2.677150 -0.875310 0.535 -1.246 -0.375 0.012
P 0.404137 -2.192357 -0.254093 -0.925 -1.606 -0.477 0.125
C 0.100597 -3.198234 1.311330 0.152 0.257 -0.850 -0.026
C -0.730582 -2.379551 2.289455 0.364 0.980 -0.293 0.210
C -2.236442 -2.558222 2.115694 -0.495 1.000 0.025 0.012
C -2.642619 -4.022038 2.142728 0.755 -0.229 0.106 0.001
C -1.834958 -4.841869 1.119878 0.250 -0.115 0.601 0.003
C -0.316078 -4.661523 1.228754 0.196 -0.926 0.757 -0.013
C -0.717840 -2.696302 -1.643407 -0.701 0.015 -0.392 -0.019
C -0.614730 -4.168885 -2.107037 0.659 0.060 1.095 0.011
C -1.643340 -4.536127 -3.151430 -0.346 -0.624 -0.274 0.000
C -2.084887 -3.366962 -4.035756 0.005 1.099 0.681 0.002
C -0.977532 -2.272983 -4.185163 -0.605 -0.173 -0.805 0.006
C -0.409852 -1.747499 -2.860006 0.012 -0.601 0.980 0.079
C 1.975227 1.091259 -2.199301 -0.202 1.404 -0.542 0.037
C 2.788015 1.293692 -3.333526 -1.347 0.208 -0.696 -0.011
C 2.391922 2.118543 -4.419139 -0.753 -0.303 1.560 0.004
C 1.222924 2.886437 -4.267019 0.675 -0.347 0.921 0.004
C 0.529363 2.836571 -3.042972 -0.628 -0.104 -1.329 -0.005
C 0.818341 1.909912 -2.057605 0.668 0.098 -0.298 -0.005
P -0.096276 1.837859 -0.461467 1.003 1.669 -0.407 0.011
C 0.603024 3.387970 0.449642 -0.249 -0.378 -1.172 0.064
C 0.709635 4.601779 -0.488722 0.745 0.273 -0.232 -0.006
C 1.467955 5.708002 0.282127 -0.562 0.531 0.345 -0.001
C 0.571773 6.275858 1.426134 -0.968 -1.124 -0.370 0.000
C -0.521913 5.232934 1.887146 0.299 -0.004 -0.794 0.003
C -0.064744 3.757455 1.787767 -0.559 -0.652 0.457 0.022
C -1.885265 1.881975 -0.773109 -1.159 0.090 -0.234 0.047
C -2.625516 1.329993 0.486699 0.464 -0.057 0.090 0.035
C -4.115782 1.059721 0.225446 -0.922 0.778 -0.026 0.038
C -4.599279 1.742301 -1.070821 0.334 0.469 -0.248 0.007
C -4.032772 3.187784 -1.189950 -0.580 -0.385 0.409 0.002
C -2.494749 3.230045 -1.188489 -0.263 0.053 -0.999 0.024
H 4.317269 1.497359 -0.760399 0.271 0.124 0.183 -0.002
H 4.501294 0.495596 0.717382 -0.275 -0.172 -0.371 0.003
H 3.446691 1.870403 0.761435 0.132 -0.435 -0.643 -0.002
H 4.944082 -1.147948 -1.718317 -0.477 0.249 -0.176 0.001
H 5.697706 -3.357634 -1.780967 0.719 -0.449 -0.076 0.000
H 4.138395 -5.301797 -1.329821 0.015 0.229 -0.017 0.000
H 1.745936 -4.828712 -0.925556 0.532 0.382 -0.077 -0.003
H 1.098435 -3.138678 1.692376 0.937 -0.146 0.284 0.035
H -0.393144 -1.273557 2.154736 -1.117 -1.795 0.089 0.067
H -0.354428 -2.598214 3.290969 -0.485 -0.291 0.268 -0.013
H -2.584977 -2.160547 1.129217 0.455 0.086 0.551 0.014
H -2.734660 -1.942633 2.908456 0.118 -0.611 -0.655 0.005
H -3.692544 -4.186727 1.904018 -0.140 0.227 0.247 0.000
H -2.434499 -4.405199 3.146100 -0.164 -0.169 0.020 0.000
H -2.171372 -4.567345 0.125989 -0.159 -0.115 -0.287 0.000
H -2.053577 -5.891797 1.332374 -0.117 -0.034 -0.473 0.000
H 0.237302 -5.269372 0.485208 -0.419 0.654 -0.015 0.001
H 0.022142 -5.193905 2.151743 -0.331 0.650 -0.150 0.003
H -1.764101 -2.470194 -1.297623 0.753 -0.330 -0.140 0.044
H -0.657171 -4.870869 -1.252955 -0.433 0.451 -0.390 -0.002
H 0.395381 -4.381524 -2.445250 0.137 0.473 -0.569 -0.001
H -2.496029 -4.987489 -2.604356 0.146 0.232 -0.608 -0.001
H -1.212575 -5.310696 -3.795857 -0.151 -0.099 0.150 0.001
H -2.920706 -2.872448 -3.537867 -0.228 0.022 -0.015 0.000
H -2.472296 -3.694279 -5.008825 0.297 0.034 0.188 -0.001
H -1.390005 -1.424527 -4.793574 0.415 -0.735 0.475 -0.001
H -0.179952 -2.729274 -4.770009 0.201 0.135 -0.113 0.000
H -0.734548 -0.739150 -2.624996 -0.470 0.174 0.021 -0.011
H 0.673643 -1.630212 -2.875082 0.175 -0.180 -0.508 -0.008
H 3.679906 0.716883 -3.459534 0.500 -0.306 0.081 0.001
H 2.980418 2.118227 -5.320946 0.063 0.191 -0.161 0.000
H 0.887546 3.580931 -5.019789 0.015 0.006 -0.226 0.000
H -0.344568 3.469441 -2.923925 0.203 0.066 -0.087 -0.001
H 1.642256 3.058788 0.635466 -0.423 -0.009 -0.081 -0.030
H -0.294421 4.917436 -0.869814 0.886 0.021 0.355 0.002
H 1.349160 4.361777 -1.362238 -0.583 -0.012 0.437 0.001
H 1.703452 6.563039 -0.393120 0.173 -0.740 0.388 0.000
H 2.407003 5.279178 0.703625 -0.531 0.291 -0.461 0.000
H 0.091701 7.174455 1.021243 -0.098 -0.118 0.385 0.000
H 1.103463 6.535888 2.320285 0.685 0.364 0.235 0.000
H -1.414989 5.338109 1.249859 0.208 0.056 0.166 0.000
H -0.855484 5.417638 2.912521 0.107 0.128 -0.134 0.000
H -0.959334 3.102916 1.935241 0.724 0.592 0.138 -0.014
H 0.629800 3.477229 2.601601 -0.360 0.292 -0.247 0.004
H -2.063648 1.111055 -1.591496 0.431 0.908 0.725 -0.025
H -2.476125 2.028560 1.320641 -0.209 -0.066 -0.201 -0.011
H -2.103877 0.412002 0.810192 -0.241 0.162 -0.076 0.213
H -4.780901 1.475310 1.012351 0.711 -0.105 -0.059 0.000
H -4.363419 -0.001564 0.231522 0.238 -0.134 -0.240 -0.008
H -5.692456 1.793941 -1.092860 0.126 -0.115 0.003 -0.001
H -4.288516 1.180145 -1.964968 -0.092 0.050 0.212 0.001
H -4.396579 3.803310 -0.360914 -0.119 -0.239 0.136 -0.001
H -4.452636 3.665618 -2.078017 0.165 -0.079 -0.081 -0.001
H -2.159074 4.083679 -0.592438 0.090 -0.381 0.287 -0.005
H -2.183479 3.480960 -2.212097 0.088 -0.182 0.207 0.000
O 2.172026 -0.206964 2.733166 -2.361 0.353 -0.305 -0.029
B 0.828321 0.109960 2.129599 2.119 1.805 3.983 -0.315
O 0.049926 0.796308 3.218464 1.400 -0.635 -1.164 -0.092
C 0.816616 0.716699 4.353416 0.170 -1.310 -0.417 -0.016
C 0.432483 0.949209 5.635800 1.277 -0.563 1.442 0.004
C 1.297533 0.441025 6.708623 -2.249 1.312 -1.435 0.001
C 2.371480 -0.332618 6.413073 1.156 -0.286 -0.062 0.000
C 2.793089 -0.481958 5.067127 1.024 -0.595 1.259 0.004
C 2.023561 0.028345 4.077488 -0.389 0.237 -0.637 0.007
H -0.527496 1.383839 5.848807 -0.116 0.247 0.164 0.000
H 0.989596 0.728364 7.700586 0.083 -0.430 0.308 0.000
H 2.945618 -0.864825 7.195407 -0.319 0.674 -0.448 0.000
H 3.748333 -1.005929 4.921699 -0.680 0.097 -0.425 0.000
```
Positions in Å, forces in eV/Å.

Calculated values
multiplicity	5
max |F|	0.095	hartree/bohr
calculated total energy	-111161.479	eV
E_HOMO (alpha / beta)	-5.8 / -7.8	eV